Entry 1:
{"formula": "C2H5NO2", "method": "the ωB97M-V functional and the def2-TZVPD basis", "symbols": ["H", "H", "C", "H", "N", "C", "H", "O", "O", "H"], "xyz": [[1.72066, -0.34831, -1.68143], [0.05861, 0.58517, 1.60102], [-1.29994, -0.08631, 0.08966], [-1.39500, -1.07108, -0.34795], [-0.01167, 0.03612, 0.76039], [1.17755, 0.03874, 0.08561], [-1.43972, 0.67036, -0.68553], [2.26206, -0.03127, 0.60579], [1.00670, 0.15408, -1.26405], [-2.07925, 0.05249, 0.83649]], "molar_mass_da": 75.07, "smiles": "CNC(=O)O", "relative_energy_kcal_mol": 2.89, "e_tot_ev": -7740.626}

Entry 2:
{"formula": "C2H5NO2", "method": "the ωB97M-V functional and the def2-TZVPD basis", "symbols": ["H", "O", "H", "H", "N", "C", "H", "C", "O", "H"], "xyz": [[1.10826, 1.13238, -0.88764], [-2.08692, -0.06457, -0.16541], [-2.21459, -1.01453, -0.09822], [0.08020, -1.26532, -0.71132], [1.66006, 0.22073, -0.26353], [0.43206, -0.52469, 0.10917], [2.04363, 0.50903, 0.69386], [-0.77717, 0.41603, 0.05640], [-0.58464, 1.59199, 0.07645], [0.33909, -1.00104, 1.19024]], "molar_mass_da": 75.07, "smiles": "NCC(=O)O", "relative_energy_kcal_mol": 46.84, "e_tot_ev": -7738.720}

Entry 3:
{"formula": "C2H5NO2", "method": "the ωB97M-V functional and the def2-TZVPD basis", "symbols": ["C", "H", "O", "N", "H", "H", "C", "H", "H", "O"], "xyz": [[-1.19480, -0.08682, -0.30815], [2.34581, 0.78681, -0.19555], [-1.22250, 1.21224, 0.12303], [1.76199, 0.03967, 0.14364], [-1.35215, 1.21984, 1.07934], [-1.78787, -0.71442, 0.36048], [0.67568, -0.32079, -0.56793], [2.13624, -0.58754, 0.85173], [-1.44751, -0.16163, -1.35500], [0.08509, -1.38736, -0.13159]], "molar_mass_da": 75.07, "relative_energy_kcal_mol": 105.16, "e_tot_ev": -7736.191}

Entry 4:
{"formula": "C2H5NO2PS", "method": "the ωB97M-V functional and the def2-TZVPD basis", "symbols": ["H", "H", "O", "P", "C", "H", "S", "O", "N", "H", "H", "C"], "xyz": [[-0.28255, -1.21673, 1.28284], [-0.54707, -1.61755, -0.47867], [1.67157, -0.32179, -1.24799], [2.67633, -0.65982, -0.03792], [-1.82740, 0.45416, -0.06666], [-2.10426, 0.09759, -1.07136], [3.76169, 0.86000, 0.42678], [-1.04742, 1.61679, -0.25924], [0.95080, -0.18901, 0.05860], [-0.46646, 1.64978, 0.48478], [-2.66145, 0.27416, 0.62374], [-0.12378, -0.94759, 0.28509]], "molar_mass_da": 138.11, "relative_energy_kcal_mol": 95.61, "charge": -1, "e_tot_ev": -27861.737}

Entry 5:
{"formula": "C2H5NO2S", "method": "the ωB97M-V functional and the def2-TZVPD basis", "symbols": ["O", "C", "C", "O", "H", "N", "H", "S", "H", "H", "H"], "xyz": [[0.50732, -1.15554, 1.54695], [-0.12519, -0.45329, 0.78148], [0.35471, 0.93539, 0.54611], [-1.79949, -0.18538, -0.81603], [-0.48976, 1.51301, 0.33836], [-1.34694, -0.92144, 0.28713], [-2.57423, 0.26843, -0.47699], [1.34154, 0.80643, -0.96973], [0.23922, 0.38138, -1.60141], [-1.22540, -1.89755, 0.00973], [0.97442, 1.11667, 1.42314]], "molar_mass_da": 107.13, "smiles": "O=C(CS)NO", "relative_energy_kcal_mol": 45.66, "e_tot_ev": -18573.589}

Entry 6:
{"formula": "C2H5NO2S", "method": "the ωB97M-V functional and the def2-TZVPD basis", "symbols": ["H", "O", "C", "H", "H", "H", "N", "C", "O", "S", "H"], "xyz": [[0.80524, -1.63689, 0.89789], [1.80407, 0.02403, -0.15520], [-0.55147, -0.33791, -0.01864], [-2.29512, 1.25853, -0.31065], [2.27304, 0.22446, 0.63970], [0.39695, 1.34950, -0.07787], [-0.48755, 0.96995, 0.01522], [0.80261, -0.99459, -0.02374], [-1.55084, 1.84287, -0.01862], [-2.02670, -1.12506, -0.03041], [0.82978, -1.57489, -0.91768]], "molar_mass_da": 107.13, "smiles": "OCC(=S)NO", "relative_energy_kcal_mol": 49.87, "e_tot_ev": -18573.407}

Entry 7:
{"formula": "C2H5NO2S", "method": "the ωB97M-V functional and the def2-TZVPD basis", "symbols": ["N", "O", "O", "C", "S", "H", "H", "H", "H", "H", "C"], "xyz": [[0.37594, -1.52575, 0.38840], [-0.51837, -0.83277, -2.05495], [-1.31532, 0.19640, -0.05305], [1.00209, -0.00948, 0.66845], [-0.86755, -1.31374, -0.48988], [-0.09780, 1.86635, 0.27971], [1.69506, 0.02426, 1.43715], [1.73329, 0.20102, -0.21911], [-0.48193, 0.93037, 1.72349], [-1.24730, -0.42551, -2.36776], [-0.27811, 0.88885, 0.68755]], "molar_mass_da": 107.13, "relative_energy_kcal_mol": 70.11, "e_tot_ev": -18572.529}

Entry 8:
{"formula": "C2H5NO2S", "method": "the ωB97M-V functional and the def2-TZVPD basis", "symbols": ["H", "O", "N", "O", "H", "S", "H", "H", "C", "C", "H"], "xyz": [[-0.33918, -1.82927, 1.23197], [-0.90242, 0.71168, -2.15614], [-1.44055, -0.19182, -1.54933], [-2.58222, -0.63494, -1.70429], [2.08536, 1.71433, 0.64457], [2.72248, 1.60917, 1.86986], [0.51057, -0.58517, -0.84323], [3.57527, 2.67786, 1.63421], [-0.58491, -0.78921, -0.56598], [-0.96683, -1.35055, 0.57969], [-2.07758, -1.33208, 0.85866]], "s_squared": 2.02, "molar_mass_da": 107.13, "multiplicity": 3, "relative_energy_kcal_mol": 82.00, "e_tot_ev": -18567.663}